(1)
DFT (ωB97M-V/def2-TZVPD) results for a molecular structure, C11H25N3O2P2Ti in a non-equilibrium geometry.

ORCA input file:
```
! RIJCOSX wB97M-V def2-TZVPD def2/J DEFGRID3
* xyz 1 4
Ti -0.0380 -0.0595 -0.0766
P 0.4446 2.5266 0.1722
P 1.8538 -1.7879 0.5387
N -1.5727 0.7175 -1.0255
N -0.9595 -1.7979 -0.6426
H -3.1674 0.0479 -2.1839
H -3.0704 -2.2309 -0.6027
H -3.4911 -0.0039 -0.4423
C -2.6978 -0.1641 -1.2017
H -2.3470 -2.0629 -2.2410
C -2.3104 -1.6682 -1.1922
H -2.7662 2.3239 -1.7455
H -0.9284 -3.8720 -0.9970
C -1.6994 1.9288 -1.7750
C -0.3506 -3.0100 -0.6217
H -1.3769 3.7488 -0.7574
C -0.7405 2.9906 -1.1970
H -0.1335 3.4940 -1.9418
H 3.0440 -1.9115 -0.2206
H 2.2337 -2.4275 1.7450
H 1.5987 3.2782 -0.2471
H -0.0346 3.5194 1.0931
O 1.1854 0.0958 -1.6190
C 1.6213 0.0090 -2.8292
C 1.9662 1.3121 -3.4874
C 1.2362 -1.1402 -3.6934
H -1.5933 1.7615 -2.8736
H 1.3515 2.1029 -3.0222
H 3.0216 1.5712 -3.3943
H 1.7085 1.2729 -4.5572
H 0.3665 -1.6537 -3.2406
H 0.8690 -0.6867 -4.6265
H 2.0346 -1.8536 -3.9101
C 0.9573 -3.1728 -0.1629
H 1.3886 -4.1689 -0.2428
C 0.8337 0.5464 3.6732
C -0.4375 0.0687 3.0777
N -1.4274 -0.2097 3.9316
O -0.6414 -0.0893 1.8262
H 0.7214 0.6022 4.7584
H 1.0831 1.5406 3.2907
H 1.6559 -0.1369 3.4443
H -2.3071 -0.5609 3.5891
H -1.2822 -0.0553 4.9164
*
```

Relative energy (zero: lowest compared OMol25 entry of this formula, charge and spin), kcal per mole: 0.0
HOMO-LUMO gap (spin up / spin down), eV: 5.08 / 5.28
<S²>: 3.794
Total energy, eV: -62063.4626



(2)
DFT (ωB97M-V/def2-TZVPD) results for a gas-phase ion, C3H7N2O (charge +1) in a non-equilibrium geometry.

ORCA input file:
```
! RIJCOSX wB97M-V def2-TZVPD def2/J DEFGRID3
* xyz 1 1
C -0.5418 -0.5631 -0.6890
C 0.0468 -1.2443 0.5250
N 0.1548 -0.1413 1.5181
O -0.7690 0.9047 1.2374
C 0.4450 1.1558 0.6156
N 0.2552 0.7524 -0.7976
H -0.4050 -1.3154 -1.5546
H -1.4957 -0.1766 -0.5248
H -0.7441 -2.0231 0.8561
H 1.0763 -1.5395 0.5371
H 1.1425 1.8536 0.9747
H 1.0507 0.7127 -1.4629
H -0.2157 1.6242 -1.2350
*
```

Relative energy (zero: lowest compared OMol25 entry of this formula, charge and spin), kcal per mole: 116.6
HOMO-LUMO gap, eV: 11.00
Total energy, eV: -8241.0826



(3)
DFT (ωB97M-V/def2-TZVPD) results for 2 unconnected molecules or ions with the total composition C4H14N2O in a non-equilibrium geometry.

ORCA input file:
```
! RIJCOSX wB97M-V def2-TZVPD def2/J DEFGRID3
* xyz 0 1
C 0.7531 1.0684 -2.1637
N 0.5249 0.5266 -0.8145
C 0.0172 -0.8890 -0.8160
C 0.1864 -1.6365 0.4737
C -0.0865 -1.0619 1.9344
N -1.4866 -0.6710 2.1233
H 1.8427 1.0149 -2.2128
H 0.1981 0.6139 -2.9634
H 0.5053 2.1766 -2.2126
H 1.3853 0.4074 -0.2648
H -1.0947 -0.8551 -1.0718
H 0.4555 -1.2348 -1.8209
H 1.2714 -1.8274 0.4877
H -0.4610 -2.5256 0.3492
H 0.5739 -0.2084 2.1021
H 0.1463 -1.8678 2.6255
H -1.8001 -0.0355 1.3946
H -2.0238 -1.5274 2.0638
O -0.0288 2.8442 0.5447
H -0.7093 3.5097 0.4042
H -0.1693 2.1786 -0.1627
*
```

Relative energy (zero: lowest compared OMol25 entry of this formula, charge and spin), kcal per mole: 50.9
HOMO-LUMO gap, eV: 9.79
Total energy, eV: -9401.3993



(4)
DFT (ωB97M-V/def2-TZVPD) results for a single C19H22N2O3S molecule in a non-equilibrium geometry.

ORCA input file:
```
! RIJCOSX wB97M-V def2-TZVPD def2/J DEFGRID3
* xyz 0 1
C -0.4842 -3.8087 1.7230
C -1.1112 -2.8939 0.6804
O -0.4465 -1.6357 0.6192
C 0.6614 -1.5693 -0.1409
O 1.1318 -2.5212 -0.7194
C 1.2233 -0.2136 -0.1733
C 0.4739 0.9514 -0.1573
N -0.8576 1.1429 -0.1100
C -1.7054 0.4567 -0.7704
C -3.1234 0.6241 -0.5698
C -3.6157 1.5538 0.3493
C -4.9707 1.7249 0.5590
C -5.4881 2.7365 1.5359
C -5.8569 0.9377 -0.1732
C -5.3969 0.0075 -1.0852
C -4.0345 -0.1623 -1.2960
O -3.5590 -1.0760 -2.1816
S 1.4982 2.3633 -0.1345
C 2.9208 1.3711 -0.1795
C 2.6237 0.0462 -0.1956
C 3.7180 -0.9697 -0.2061
C 5.0100 -0.3130 -0.6904
N 5.2687 0.8927 0.0791
C 6.6190 1.3799 -0.0878
C 4.2999 1.9302 -0.2267
H -0.4775 -3.3198 2.6942
H 0.5382 -4.0450 1.4385
H -1.0542 -4.7310 1.7909
H -2.1459 -2.6526 0.9357
H -1.0711 -3.3650 -0.3079
H -1.4052 -0.2750 -1.5259
H -2.8915 2.1407 0.8922
H -5.9529 3.5675 1.0056
H -6.2410 2.2934 2.1853
H -4.6812 3.1286 2.1485
H -6.9209 1.0539 -0.0261
H -6.1004 -0.5974 -1.6431
H -4.2953 -1.5322 -2.6077
H 3.8627 -1.3495 0.8089
H 3.4448 -1.8088 -0.8464
H 4.9322 -0.0940 -1.7703
H 5.8462 -0.9992 -0.5425
H 7.3187 0.6055 0.2224
H 6.7624 2.2523 0.5487
H 6.8463 1.6649 -1.1280
H 4.4778 2.3728 -1.2295
H 4.4091 2.7343 0.5084
*
```

Relative energy (zero: lowest compared OMol25 entry of this formula, charge and spin), kcal per mole: 43.8
HOMO-LUMO gap, eV: 7.52
Total energy, eV: -40017.9973



(5)
DFT (ωB97M-V/def2-TZVPD) results for 2 unconnected molecules or ions with the total composition C3H4NO in a non-equilibrium geometry.

ORCA input file:
```
! RIJCOSX wB97M-V def2-TZVPD def2/J DEFGRID3
* xyz 1 1
C -0.3363 1.0202 -0.0044
C 1.1184 -0.5373 -0.0865
C -0.9992 -0.2935 -0.0649
N 0.1076 -1.2270 -0.1222
O 0.9061 0.8620 -0.0459
H -0.7278 2.0553 0.2871
H 2.9882 -0.8518 -0.0717
H -1.3124 -0.5318 0.9422
H -1.7446 -0.4960 -0.8336
*
```

Relative energy (zero: lowest compared OMol25 entry of this formula, charge and spin), kcal per mole: 103.9
HOMO-LUMO gap, eV: 10.06
Total energy, eV: -6700.1665



(6)
DFT (ωB97M-V/def2-TZVPD) results for a single C4H8OS2 molecule in a non-equilibrium geometry.

ORCA input file:
```
! RIJCOSX wB97M-V def2-TZVPD def2/J DEFGRID3
* xyz 0 1
C -0.9969 -0.7372 -2.0329
S 0.3437 0.4434 -1.8614
S -0.1042 1.4309 -0.1455
C 0.9312 0.6351 1.1078
C 0.9510 -0.8963 1.1446
C -0.0526 -1.4526 2.1091
O -1.1420 -1.8616 1.8133
H -1.1621 -1.3307 -1.1216
H -0.7060 -1.4517 -2.7979
H -1.9497 -0.2901 -2.2864
H 1.9485 1.0085 1.0224
H 0.5669 1.0168 2.0682
H 1.9662 -1.2590 1.3147
H 0.7349 -1.3178 0.1646
H 0.2606 -1.4482 3.1799
*
```

Relative energy (zero: lowest compared OMol25 entry of this formula, charge and spin), kcal per mole: 9.2
HOMO-LUMO gap, eV: 9.76
Total energy, eV: -27995.3020



(7)
DFT (ωB97M-V/def2-TZVPD) results for 2 unconnected molecules or ions with the total composition C2H8N2O in a non-equilibrium geometry.

ORCA input file:
```
! RIJCOSX wB97M-V def2-TZVPD def2/J DEFGRID3
* xyz 0 1
C 1.2628 -1.3169 -1.9499
O 2.4416 -1.0392 -1.6966
H 0.8233 -1.4117 -0.9453
H 0.6813 -1.6300 -2.8155
N 0.5594 1.0200 0.8293
C -0.7224 0.6678 1.3719
N -1.7117 0.0047 0.5536
H 0.5972 1.8711 0.2309
H 1.1900 0.2670 0.5925
H -1.1790 1.6154 1.7344
H -0.4839 0.1313 2.2887
H -1.2804 -0.7208 -0.0145
H -2.1782 0.5413 -0.1795
*
```

Relative energy (zero: lowest compared OMol25 entry of this formula, charge and spin), kcal per mole: 64.8
HOMO-LUMO gap, eV: 9.31
Total energy, eV: -7229.5172



(8)
DFT (ωB97M-V/def2-TZVPD) results for a gas-phase ion, C4H9NOS (charge +1) in a non-equilibrium geometry.

ORCA input file:
```
! RIJCOSX wB97M-V def2-TZVPD def2/J DEFGRID3
* xyz 1 2
O 2.0708 -1.4965 -1.4596
C 2.3012 -0.4560 -0.9075
N 1.2732 0.3920 -0.4774
C -0.0022 -0.1112 -0.0274
C -1.1239 0.8624 -0.3274
S -2.8230 0.2499 -0.2505
C -0.2112 -0.7952 1.3690
H 3.3409 -0.1932 -0.6355
H 1.7078 1.1186 0.0937
H -0.1185 -0.9564 -0.6945
H -0.9843 1.2081 -1.3609
H -1.2191 1.7421 0.4026
H -3.3058 1.3979 -0.6875
H 0.4573 -1.6493 1.5176
H -0.1607 -0.0563 2.1738
H -1.2027 -1.2568 1.2717
*
```

Relative energy (zero: lowest compared OMol25 entry of this formula, charge and spin), kcal per mole: 20.1
HOMO-LUMO gap (spin up / spin down), eV: 9.28 / 4.30
<S²>: 0.753
Total energy, eV: -18657.1086



(9)
DFT (ωB97M-V/def2-TZVPD) results for 4 unconnected molecules or ions with the total composition C22H52F2N2O10S3 in a non-equilibrium geometry.

ORCA input file:
```
! RIJCOSX wB97M-V def2-TZVPD def2/J DEFGRID3
* xyz 0 1
C 0.5976 -1.9265 0.9394
C -0.2490 -2.2001 -0.3494
C -1.4511 -1.2204 -0.5398
O -2.0149 -1.1944 -1.8394
C -2.3024 -2.4850 -2.3509
C -3.2907 -3.3399 -1.4972
C -2.8032 -4.8482 -1.4610
C -2.4709 -5.3211 0.0162
C -3.4600 -6.4008 0.5501
F -3.7263 -7.3932 -0.3753
N -4.6610 -3.3793 -2.0562
F -5.0730 -2.0856 -2.4545
C -5.6288 -3.8408 -1.0501
C -7.0888 -3.3400 -1.2773
C -7.4281 -1.9895 -0.5709
C -7.5174 -2.0758 0.9858
C -6.1574 -1.8270 1.7543
N -5.1970 -0.9378 1.0884
H 0.8129 -0.8424 0.9959
H 1.5249 -2.5236 0.8498
H 0.0053 -2.2895 1.8071
H -0.6831 -3.2260 -0.2280
H 0.3359 -2.2302 -1.2919
H -1.0755 -0.1927 -0.3198
H -2.2022 -1.4308 0.2627
H -2.8092 -2.3135 -3.3301
H -1.3778 -3.0499 -2.6143
H -3.3852 -3.0291 -0.4317
H -1.8749 -5.0069 -2.0435
H -3.5675 -5.5140 -1.9206
H -1.4618 -5.7954 -0.0067
H -2.4449 -4.4803 0.7379
H -4.3895 -5.9107 0.9003
H -2.9807 -6.8714 1.4385
H -5.6602 -4.9542 -1.1218
H -5.3496 -3.6108 0.0077
H -7.7856 -4.1066 -0.8581
H -7.3301 -3.2953 -2.3627
H -6.7204 -1.2206 -0.9437
H -8.4335 -1.6621 -0.9303
H -7.8751 -3.0961 1.2515
H -8.2797 -1.3638 1.3763
H -6.3742 -1.3876 2.7476
H -5.6386 -2.8038 1.9026
H -4.9090 -1.2986 0.1853
H -5.5690 0.0002 0.9926
C 5.9697 1.2907 -0.3638
C 4.8449 0.6866 -1.1820
O 5.1643 -0.6342 -1.6397
S 5.0144 -1.8507 -0.5983
C 5.1010 -3.1612 -1.7806
O 3.6926 -1.8156 -0.0322
O 6.1833 -1.8999 0.2326
H 6.0916 0.7659 0.5843
H 5.7630 2.3390 -0.1452
H 6.9185 1.2188 -0.8982
H 3.9073 0.6809 -0.6202
H 4.6809 1.2909 -2.0750
H 4.2500 -3.0837 -2.4533
H 5.0656 -4.1021 -1.2346
H 6.0382 -3.0799 -2.3265
C 4.4328 6.5859 4.0038
C 5.1879 5.3391 4.4249
O 4.3328 4.1894 4.4756
S 3.9643 3.4558 3.0925
C 3.3126 1.9731 3.7988
O 5.1789 3.1450 2.3902
O 2.8952 4.1730 2.4547
H 4.1123 6.5188 2.9633
H 5.0649 7.4690 4.1074
H 3.5361 6.7174 4.6112
H 6.0421 5.1539 3.7693
H 5.5795 5.4757 5.4334
H 4.1073 1.4633 4.3383
H 2.9502 1.3492 2.9835
H 2.4928 2.2326 4.4651
C 1.3455 4.4994 -0.2618
C 2.7170 4.9522 -0.7219
O 2.7376 5.2610 -2.1235
S 2.1517 6.6826 -2.5972
C 2.8188 6.6568 -4.2337
O 2.7956 7.7241 -1.8452
O 0.7217 6.5916 -2.6795
H 0.6259 5.3185 -0.3040
H 1.3892 4.1397 0.7633
H 0.9656 3.7019 -0.9038
H 3.0684 5.8041 -0.1356
H 3.4336 4.1429 -0.5740
H 3.9044 6.6565 -4.1699
H 2.4716 7.5516 -4.7465
H 2.4580 5.7676 -4.7459
*
```

HOMO-LUMO gap, eV: 9.51
Total energy, eV: -85048.7755



(10)
DFT (ωB97M-V/def2-TZVPD) results for a single C4H4FN molecule in a non-equilibrium geometry.

ORCA input file:
```
! RIJCOSX wB97M-V def2-TZVPD def2/J DEFGRID3
* xyz 0 1
N 2.4665 1.2267 0.0633
C 1.6572 0.4144 -0.0387
C 0.4437 -0.4104 -0.0315
F 0.8026 -1.7063 0.1404
C -0.7958 0.0245 0.7976
C -0.7316 -0.0070 -0.8060
H -0.6746 0.9978 1.3567
H -1.2246 -0.7011 1.3960
H -1.2808 -0.7989 -1.4114
H -0.6628 0.9602 -1.4665
*
```

Relative energy (zero: lowest compared OMol25 entry of this formula, charge and spin), kcal per mole: 36.1
HOMO-LUMO gap, eV: 11.85
Total energy, eV: -8418.2299



(11)
DFT (ωB97M-V/def2-TZVPD) results for a single C7H11F2O3P molecule in a non-equilibrium geometry.

ORCA input file:
```
! RIJCOSX wB97M-V def2-TZVPD def2/J DEFGRID3
* xyz 0 1
C 1.7265 -2.5638 0.1862
C 0.3369 -2.1780 -0.3984
O 0.1807 -0.7285 -0.2015
P 0.4452 0.2402 1.0765
O -0.9488 0.0851 1.9467
C -2.2333 0.1395 1.7496
C -2.9056 0.1217 0.6074
C -3.7765 -0.0615 -0.3056
F -4.0880 -1.1845 -0.9522
F -4.3507 0.9236 -1.0604
O 0.1132 1.6160 0.2504
C 0.9148 2.0796 -0.8577
C 2.3218 2.5071 -0.3720
H 1.8321 -3.6529 0.5511
H 2.3427 -2.4607 -0.7491
H 2.1299 -1.9302 0.8812
H -0.4118 -2.5775 0.2844
H 0.0722 -2.4613 -1.4249
H -2.7025 0.2189 2.6549
H 1.1309 1.4520 -1.7388
H 0.2701 2.8131 -1.3117
H 2.9334 1.5751 -0.3045
H 2.5912 3.2589 -1.0608
H 2.0757 2.7683 0.5492
*
```

Relative energy (zero: lowest compared OMol25 entry of this formula, charge and spin), kcal per mole: 14.7
HOMO-LUMO gap, eV: 10.07
Total energy, eV: -28300.7191



(12)
DFT (ωB97M-V/def2-TZVPD) results for a single C4H7NO2 molecule.

ORCA input file:
```
! RIJCOSX wB97M-V def2-TZVPD def2/J DEFGRID3
* xyz 0 1
N 1.8207 0.6597 1.5878
C 0.5227 0.4014 1.2618
O -0.4100 1.0023 1.7643
C 0.3286 -0.7075 0.2372
C -1.0576 -0.6638 -0.3574
C -1.3955 0.3226 -1.3765
O -1.1581 -1.0366 -1.7248
H 2.0070 1.3998 2.2466
H 2.5948 0.2096 1.1283
H 0.5038 -1.6737 0.7280
H 1.0627 -0.6238 -0.5732
H -1.8608 -1.0403 0.2746
H -0.6349 1.0324 -1.7042
H -2.4249 0.6622 -1.4796
*
```

Relative energy (zero: lowest compared OMol25 entry of this formula, charge and spin), kcal per mole: 31.7
HOMO-LUMO gap, eV: 10.80
Total energy, eV: -9845.9040



Question: What is the total energy in the tenth record?
Answer: -8418.2299 eV



Question: Look up the total energy of the ninth one.
Answer: -85048.7755 eV